# C27H75F3HfN5O14S

C27H75F3HfN5O14S as an isolated structure (ωB97M-V/def2-TZVPD, the OMol25 dataset).

Element x y z (Å)
Hf  -1.4719  -1.2275  3.3582
C  1.4904  -0.3957  -0.4904
F  1.7103  -1.6811  -0.2840
F  2.1371  0.3756  0.4158
F  1.8316  -0.0896  -1.7483
S  -0.3670  -0.2324  -0.1477
O  -0.6714  1.1793  -0.2535
O  -1.1009  -1.1510  -1.0608
O  -0.5648  -0.6840  1.2673
C  1.9834  -2.8324  -4.1724
O  3.1862  -3.2276  -3.6219
H  1.8767  -3.1622  -5.2058
H  1.1516  -3.2691  -3.6197
H  1.8906  -1.7645  -3.9751
H  3.8682  -2.9818  -4.2513
C  -0.2713  -3.7158  1.0713
O  -0.2050  -3.1668  2.3848
H  0.7310  -3.7969  0.6508
H  -0.6933  -4.7208  1.0630
H  -0.9077  -3.1195  0.4175
H  0.4787  -3.7017  2.7946
C  -4.3039  2.5645  2.1499
C  -3.9594  1.1766  1.7400
C  -4.0236  0.9702  0.2015
O  -3.8774  -0.4234  -0.0970
C  -4.2997  -0.7540  -1.4478
N  -2.5581  0.8645  2.1975
H  -3.7603  3.2853  1.5391
H  -3.8708  2.8208  3.1168
H  -5.3712  2.7834  2.1165
H  -4.7171  0.5047  2.1431
H  -3.3167  1.5846  -0.3561
H  -4.9853  1.4303  -0.0255
H  -3.4442  -0.5030  -2.0748
H  -5.2581  -0.3941  -1.8220
H  -4.2962  -1.8344  -1.5924
H  -2.4210  1.6418  2.8277
H  -1.9963  1.3158  1.4899
C  -5.0867  2.0992  -4.7242
C  -3.6643  2.7180  -4.8749
C  -2.9105  2.6332  -3.5080
O  -1.6948  3.3475  -3.7412
C  -0.5624  3.0594  -2.9121
N  -2.9053  2.0523  -5.8719
H  -5.6227  2.3170  -5.6480
H  -5.5941  2.6770  -3.9516
H  -4.9990  1.0642  -4.3940
H  -3.8449  3.7340  -5.2259
H  -2.7537  1.5802  -3.2741
H  -3.3782  3.1616  -2.6773
H  0.3603  3.5377  -3.2405
H  -0.4611  1.9743  -2.9295
H  -0.8461  3.3478  -1.8999
H  -2.6890  1.0796  -5.7069
H  -1.9731  2.4169  -5.7371
C  0.1930  7.2548  0.5966
C  1.2761  7.0679  -0.4302
C  1.3691  5.5726  -0.8644
O  1.8057  4.6762  0.1650
C  1.9920  3.4026  -0.3231
N  0.9483  7.8257  -1.6371
H  0.5325  6.9436  1.5845
H  -0.6750  6.6443  0.3479
H  -0.1435  8.2857  0.7073
H  2.2365  7.4475  -0.0814
H  2.1149  5.5361  -1.6586
H  0.3954  5.2879  -1.2632
H  2.7172  3.3966  -1.1368
H  1.0637  2.8810  -0.5560
H  2.4391  2.8161  0.4795
H  1.7568  8.0421  -2.2024
H  0.8170  8.7870  -1.3562
C  4.7342  -1.6828  -0.3003
C  5.8818  -1.6046  0.5912
C  6.9309  -0.5121  0.1289
O  7.6590  -0.8755  -1.0358
C  8.8111  -1.7012  -0.8380
N  5.5278  -1.3706  1.9674
H  4.1928  -0.7428  -0.4068
H  3.9859  -2.4583  -0.1365
H  5.0894  -1.9244  -1.3021
H  6.3807  -2.5727  0.6357
H  7.6794  -0.2826  0.8874
H  6.3871  0.4103  -0.0748
H  9.2443  -2.1109  -1.7504
H  8.4642  -2.5029  -0.1860
H  9.6063  -1.1565  -0.3289
H  6.2877  -1.2867  2.6273
H  5.0767  -0.4669  1.9701
C  1.8717  -2.6139  6.2186
C  1.0288  -1.7115  5.3318
C  1.8080  -1.3749  4.0089
O  0.8868  -0.4918  3.2757
C  1.3058  0.9054  3.2983
N  -0.2289  -2.4132  5.0763
H  2.2212  -3.5706  5.8304
H  1.3599  -2.8400  7.1540
H  2.7789  -2.0659  6.4732
H  0.8193  -0.7289  5.7544
H  2.0054  -2.2811  3.4363
H  2.7654  -0.8867  4.1911
H  1.1889  1.3145  4.3018
H  0.6310  1.5326  2.7157
H  2.3284  1.0701  2.9588
H  -0.4446  -2.4566  6.0620
H  0.0751  -3.3727  4.9923
C  -2.8580  -4.4094  -2.4595
C  -1.8429  -3.7835  -3.4450
O  -1.8964  -2.3378  -3.3708
O  -2.3160  -4.4969  -1.1524
H  -3.2971  -5.3757  -2.7077
H  -3.7589  -3.7961  -2.4451
H  -2.0175  -4.1640  -4.4513
H  -0.8245  -4.0809  -3.1948
H  -1.7124  -2.0480  -2.4743
H  -1.6544  -5.1924  -1.1430
C  -3.7774  -3.1724  1.7141
C  -3.3482  -3.9948  2.9603
O  -2.5683  -3.3013  3.9190
O  -2.8379  -2.0625  1.5399
H  -4.8041  -2.8278  1.8378
H  -3.7864  -3.8458  0.8570
H  -2.7484  -4.8319  2.6033
H  -4.1163  -4.4687  3.5715
H  -2.7749  -3.7403  4.7474
H  -3.2363  -1.5798  0.8120

Calculated values
HOMO energy	-0.5013	hartree
relative energy (zero: lowest compared OMol25 entry of this formula, charge and spin)	30.4	kcal/mol
charge	+3
total energy	-3145.4699	hartree


# C10H27ClIN2P2STi

C10H27ClIN2P2STi as an isolated structure (ωB97M-V/def2-TZVPD, the OMol25 dataset).

Element x y z (Å)
C  -1.6312  0.2802  1.5548
I  1.2257  0.5728  1.9727
H  -0.7845  0.1530  0.8368
H  -1.8725  1.3565  1.6759
H  -2.4435  -0.1266  0.9365
Ti  0.7400  -0.5045  -2.9035
P  0.3507  2.3926  -0.6892
C  -0.1131  3.3455  0.8904
C  1.8377  3.4595  -0.9109
H  1.5566  4.5201  -0.8643
H  -0.5894  4.5092  -1.5136
H  2.3113  3.2431  -1.8707
H  -0.7675  3.1705  -2.7207
H  0.7274  3.2895  1.5995
H  2.5535  3.2434  -0.1101
C  -0.8287  3.4405  -1.6605
H  -0.3642  4.3964  0.6538
H  -1.8484  3.2405  -1.2914
H  -0.9828  2.8643  1.3544
P  0.3642  -2.3939  -0.7018
C  -0.0411  -3.1681  0.9755
C  -0.9049  -3.4148  -1.5571
H  2.3335  -3.2976  -1.8225
H  1.4972  -4.5509  -0.8318
H  2.4975  -3.2921  -0.0460
C  1.8164  -3.5007  -0.8826
H  -0.9068  -3.1736  -2.6266
H  -0.6972  -4.4858  -1.3839
H  -0.3956  -4.2077  0.8129
H  -0.8204  -2.6209  1.5235
H  -1.8894  -3.1712  -1.1240
H  0.8530  -3.1950  1.6138
Cl  1.7557  -0.1726  -4.8269
S  -1.7272  -0.8367  3.0400
C  -0.6038  -0.0498  4.1218
N  0.3604  -0.7376  4.7800
C  1.3081  0.1866  5.4338
C  0.5489  1.5259  5.4116
N  -0.6146  1.2483  4.5241
H  0.6715  -1.6472  4.4462
H  2.2765  0.2569  4.9032
H  1.4835  -0.1327  6.4741
H  1.1630  2.3852  5.0593
H  0.1480  1.7319  6.4223
H  -1.0154  2.0148  3.9690

Calculated values
HOMO energy (spin up / spin down)	-0.4959 / -0.4844	hartree
spin multiplicity	2
charge	+2
total energy	-3194.2758	hartree


# C22H37O2OsSi

C22H37O2OsSi as an isolated structure (ωB97M-V/def2-TZVPD, the OMol25 dataset).

Element x y z (Å)
O  0.1302  -0.4058  -3.9699
C  0.1420  0.8400  -4.7385
C  0.0653  0.1377  -6.0889
H  1.0697  1.4049  -4.5670
H  -0.7490  1.4430  -4.5084
C  0.1198  -1.1423  -5.2297
H  0.9235  0.2839  -6.7467
H  -0.8916  0.2847  -6.5952
C  1.3777  -1.9625  -5.4218
H  2.2957  -1.3833  -5.2598
H  1.3907  -2.3694  -6.4433
H  1.3445  -2.8119  -4.7303
C  -1.1052  -2.0117  -5.4220
H  -2.0343  -1.4613  -5.2202
H  -1.0182  -2.8815  -4.7628
H  -1.1309  -2.3608  -6.4645
Os  -0.1677  -0.9620  2.6647
C  -2.0165  -1.1398  3.8396
C  -2.1609  0.2507  4.1542
C  -2.5341  0.9345  2.9676
H  -2.0995  0.6567  5.1656
C  -2.5961  0.0123  1.8986
C  -2.3014  -1.3003  2.4130
H  -2.5169  -2.2332  1.9050
H  -1.8987  -1.9345  4.5806
H  -2.7833  1.9939  2.8922
H  -2.9190  0.2190  0.8733
C  0.6588  -2.5510  3.8208
C  -0.2107  -3.0702  2.8258
C  0.2834  -2.6930  1.5533
H  -1.1068  -3.6426  3.0034
C  1.4629  -1.9346  1.7474
C  1.6932  -1.8426  3.1484
H  2.5403  -1.3543  3.6249
H  0.5394  -2.6586  4.8950
H  -0.1674  -2.9402  0.6016
H  2.0861  -1.5280  0.9554
O  1.4065  1.1054  -1.6084
C  0.3643  0.1438  -1.3418
C  -1.0205  0.7859  -1.5057
H  0.4395  -0.1767  -0.2796
H  0.5228  -0.7437  -1.9691
C  -0.7378  2.2970  -1.7814
H  -1.6145  0.6863  -0.5690
H  -1.5810  0.2839  -2.3129
C  0.7663  2.4155  -1.4842
H  -1.3258  2.8713  -1.0465
H  -0.9712  2.6217  -2.8067
H  0.8571  2.7730  -0.4339
H  1.3185  3.0879  -2.1521
C  2.5841  1.3101  2.5244
Si  0.8418  1.2333  3.3032
C  1.0400  1.2579  5.2001
C  -0.0435  2.8482  2.8416
H  3.2819  0.6325  3.0338
H  2.9793  2.3337  2.6001
H  2.5386  1.0421  1.4600
H  1.4978  2.2018  5.5266
H  0.0805  1.1423  5.7158
H  1.6999  0.4328  5.4935
H  0.6799  3.6755  2.8120
H  -0.4973  2.7515  1.8467
H  -0.8222  3.1010  3.5721

Calculated values
HOMO energy (spin up / spin down)	-0.3682 / -0.4269	hartree
relative energy (zero: lowest compared OMol25 entry of this formula, charge and spin)	0.0	kcal/mol
spin multiplicity	5
charge	+1
total energy	-1390.6503	hartree